{"formula": "C6H10N", "method": "ωB97M-V with the def2-TZVPD basis set", "elements": ["C", "C", "C", "C", "C", "C", "N", "H", "H", "H", "H", "H", "H", "H", "H", "H", "H"], "xyz": [[-2.260, -0.654, -1.616], [-1.321, 0.183, -1.676], [-0.160, 0.833, -1.409], [0.405, 0.258, 0.004], [1.237, 1.351, 0.693], [0.654, -1.490, 1.623], [0.085, -0.827, 0.473], [-3.007, -0.618, -2.301], [0.594, 0.703, -2.131], [-0.306, 1.973, -1.339], [0.831, 1.373, 1.831], [0.983, 2.242, 0.293], [2.283, 1.066, 0.844], [-0.225, -1.824, 2.085], [1.156, -2.362, 1.212], [1.260, -0.884, 2.244], [-2.211, -1.322, -0.830]], "lowdin_charge": [0.1789, 0.0953, -0.0605, -0.2727, 0.0131, -0.0403, 0.0389, 0.0917, 0.1331, 0.1793, 0.1545, 0.0237, 0.1025, 0.0777, 0.1089, 0.0716, 0.1045], "homo_energy_ev": [-14.2, -14.2], "charge": 1, "total_energy_ev": -7862.8091, "lumo_energy_ev": [-6.26, -6.26], "multiplicity": 1, "homo_lumo_gap_ev": [7.904, 7.904], "de_lowest_kj_mol": 341.5, "max_force_ev_per_a": 5.4}